Record 1
DFT (ωB97M-V with the def2-TZVPD basis set) results for a molecular structure, C42H38ClN2OP2Tm in a non-equilibrium geometry.

Net charge = +2
HOMO-LUMO gap (alpha / beta) = 7.37 / 7.40 eV
Multiplicity = 3
HOMO (alpha / beta) = -13.654 / -13.647 eV
⟨S²⟩ = 2.00
E_tot = -4035.70385 hartree

Element x y z (Å)
Tm  0.887  0.026  -0.714
Cl  -0.150  -0.156  -2.932
P  -0.097  2.705  -0.563
P  0.001  -2.759  -0.510
C  -0.024  3.615  1.018
C  -1.596  3.340  -1.379
C  1.360  3.297  -1.509
C  1.542  -3.633  -0.981
C  -0.500  -3.586  1.037
C  -1.253  -3.279  -1.735
C  1.109  4.352  1.413
C  1.265  4.728  2.746
C  0.277  4.437  3.688
C  -0.912  3.827  3.268
C  -1.073  3.435  1.942
H  1.873  4.613  0.679
H  2.181  5.229  3.065
H  0.431  4.673  4.742
H  -1.709  3.645  3.991
H  -2.008  2.968  1.620
C  2.636  2.758  -1.208
C  3.704  3.020  -2.073
C  3.535  3.852  -3.183
C  2.292  4.446  -3.427
C  1.203  4.154  -2.606
H  2.814  2.193  -0.276
H  4.675  2.555  -1.884
H  4.368  4.033  -3.865
H  2.170  5.131  -4.266
H  0.227  4.598  -2.801
C  -2.078  4.634  -1.124
C  -3.253  5.083  -1.735
C  -3.962  4.248  -2.604
C  -3.467  2.970  -2.897
C  -2.297  2.523  -2.292
H  -1.537  5.293  -0.446
H  -3.617  6.088  -1.524
H  -4.896  4.583  -3.054
H  -3.999  2.325  -3.600
H  -1.900  1.537  -2.538
C  -1.749  -4.220  1.171
C  -2.216  -4.597  2.431
C  -1.444  -4.357  3.571
C  -0.159  -3.818  3.430
C  0.326  -3.467  2.173
H  -2.357  -4.414  0.286
H  -3.196  -5.066  2.527
H  -1.836  -4.587  4.561
H  0.465  -3.669  4.313
H  1.346  -3.088  2.069
C  2.478  -2.972  -1.805
C  3.762  -3.498  -1.952
C  4.080  -4.744  -1.400
C  3.101  -5.474  -0.718
C  1.839  -4.914  -0.492
H  2.196  -2.064  -2.357
H  4.516  -2.935  -2.505
H  5.090  -5.144  -1.504
H  3.316  -6.476  -0.347
H  1.086  -5.473  0.065
C  -1.019  -4.370  -2.581
C  -1.925  -4.683  -3.594
C  -3.072  -3.909  -3.771
C  -3.335  -2.838  -2.905
C  -2.433  -2.522  -1.891
H  -0.125  -4.973  -2.443
H  -1.724  -5.530  -4.248
H  -3.761  -4.126  -4.585
H  -4.246  -2.247  -3.023
H  -2.632  -1.672  -1.231
H  3.254  -0.085  -3.656
H  2.520  -0.059  -3.441
N  1.152  0.926  5.718
C  1.405  1.042  4.374
O  2.332  1.723  3.933
C  0.404  0.376  3.481
C  -0.899  0.068  3.892
C  -1.833  -0.325  2.932
C  -1.484  -0.337  1.593
N  -0.210  -0.058  1.200
C  0.742  0.254  2.136
H  1.900  1.232  6.322
H  0.575  0.171  6.081
H  -1.190  0.167  4.940
H  -2.850  -0.612  3.199
H  -2.177  -0.593  0.791
H  1.765  0.458  1.776

***

Record 2
DFT (ωB97M-V with the def2-TZVPD basis set) results for a molecular structure, C42H38N10O2PmS in a non-equilibrium geometry.

Net charge = +1
Energy above the lowest of the compared OMol25 structures with the same formula, charge and spin = 0.8386 eV
HOMO-LUMO gap (alpha / beta) = 6.66 / 6.66 eV
Multiplicity = 5
HOMO (alpha / beta) = -10.061 / -10.066 eV
⟨S²⟩ = 6.01
E_tot = -3327.75626 hartree

Element x y z (Å)
Pm  0.766  0.559  -0.587
C  3.406  -2.620  1.303
C  2.965  -1.713  0.202
N  2.804  -0.364  0.386
N  3.236  0.156  1.527
C  3.041  1.472  1.712
N  3.704  1.985  2.757
S  2.057  2.561  0.813
C  2.695  -2.160  -1.130
C  3.192  -3.367  -1.665
C  3.039  -3.621  -3.006
C  2.393  -2.681  -3.818
C  1.867  -1.553  -3.218
N  1.985  -1.292  -1.919
H  2.575  -2.750  2.006
H  4.228  -2.164  1.853
H  3.701  -3.602  0.948
H  4.244  1.379  3.355
H  3.576  2.952  2.995
H  3.717  -4.073  -1.039
H  3.430  -4.533  -3.436
H  2.301  -2.825  -4.884
H  1.322  -0.818  -3.801
O  -0.625  5.332  -6.521
N  0.559  5.277  -6.254
O  1.424  5.895  -6.838
C  0.994  4.374  -5.172
C  2.299  4.023  -5.192
C  2.834  3.109  -4.245
C  4.181  2.709  -4.261
C  4.616  1.799  -3.334
C  3.698  1.297  -2.406
N  2.428  1.652  -2.369
C  1.991  2.558  -3.266
C  0.607  2.971  -3.208
N  -0.149  2.453  -2.215
C  -1.418  2.807  -2.131
C  -2.012  3.710  -3.007
C  -1.263  4.250  -4.021
C  0.090  3.878  -4.161
H  2.940  4.435  -5.959
H  4.856  3.123  -4.999
H  5.641  1.460  -3.313
H  4.012  0.576  -1.660
H  -1.996  2.343  -1.339
H  -3.053  3.975  -2.885
H  -1.709  4.945  -4.710
C  -1.595  -3.358  5.146
C  -2.877  -2.852  4.543
C  -4.109  -3.325  4.982
C  -5.298  -2.854  4.450
C  -5.274  -1.874  3.470
C  -4.060  -1.385  3.020
C  -2.865  -1.880  3.540
N  -1.618  -1.367  3.102
C  -1.255  -1.042  1.819
N  -1.941  -1.695  0.865
C  -2.076  -1.527  -0.540
C  -1.286  -0.626  -1.266
C  -1.553  -0.603  -2.648
C  -2.499  -1.409  -3.257
C  -3.253  -2.278  -2.489
C  -3.066  -2.345  -1.118
C  -3.906  -3.293  -0.297
N  -0.267  -0.201  1.602
C  0.147  0.521  2.757
C  1.153  0.025  3.591
C  1.496  0.701  4.738
C  0.808  1.947  5.092
C  -0.183  2.449  4.268
C  -0.559  1.783  3.110
C  -1.674  2.297  2.253
H  -1.788  -4.247  5.743
H  -1.148  -2.604  5.800
H  -0.866  -3.611  4.376
H  -4.132  -4.079  5.759
H  -6.242  -3.245  4.807
H  -6.197  -1.479  3.067
H  -4.029  -0.604  2.270
H  -0.945  -1.139  3.818
H  -2.591  -2.366  1.243
H  -1.001  0.083  -3.293
H  -2.649  -1.370  -4.330
H  -3.995  -2.915  -2.955
H  -4.612  -3.820  -0.936
H  -4.488  -2.768  0.464
H  -3.290  -4.049  0.200
H  1.654  -0.897  3.325
H  2.271  0.303  5.380
H  1.059  2.466  6.007
H  -0.682  3.376  4.523
H  -1.863  3.349  2.463
H  -2.602  1.746  2.457
H  -1.447  2.182  1.190

***

Record 3
DFT (ωB97M-V with the def2-TZVPD basis set) results for a molecular structure, C42H38N7O3RhSe in a non-equilibrium geometry.

Net charge = +2
Energy above the lowest of the compared OMol25 structures with the same formula, charge and spin = 0.0000 eV
HOMO-LUMO gap (alpha / beta) = 6.26 / 6.25 eV
Multiplicity = 1
HOMO (alpha / beta) = -12.839 / -12.839 eV
E_tot = -4743.86065 hartree

Element x y z (Å)
Rh  -1.142  0.134  -1.038
C  1.410  -2.727  3.674
O  2.148  -1.529  3.422
C  1.947  -0.553  4.370
C  2.755  -0.511  5.496
C  2.544  0.440  6.478
C  1.518  1.363  6.334
C  0.717  1.333  5.208
C  0.922  0.384  4.209
N  -0.009  0.370  3.133
C  0.145  0.267  1.793
N  1.375  0.240  1.276
C  1.770  0.349  -0.058
C  0.925  0.336  -1.151
C  1.455  0.513  -2.427
C  2.814  0.684  -2.613
C  3.676  0.669  -1.523
C  3.167  0.496  -0.249
O  3.897  0.466  0.884
C  5.314  0.557  0.787
N  -0.928  0.289  1.025
C  -2.228  0.309  1.586
C  -2.982  1.482  1.530
C  -4.280  1.508  2.009
C  -4.835  0.362  2.562
C  -4.073  -0.789  2.688
C  -2.768  -0.823  2.223
O  -1.989  -1.919  2.463
C  -1.886  -2.865  1.401
H  1.655  -3.415  2.867
H  0.334  -2.530  3.682
H  1.701  -3.170  4.628
H  3.541  -1.248  5.599
H  3.166  0.453  7.362
H  1.344  2.110  7.097
H  -0.083  2.055  5.089
H  -0.955  0.569  3.417
H  2.145  0.133  1.922
H  0.791  0.527  -3.286
H  3.213  0.824  -3.610
H  4.737  0.808  -1.680
H  5.687  0.420  1.797
H  5.619  1.536  0.412
H  5.717  -0.228  0.144
H  -2.517  2.375  1.132
H  -4.849  2.428  1.963
H  -5.855  0.375  2.921
H  -4.472  -1.671  3.172
H  -1.580  -3.807  1.849
H  -1.140  -2.548  0.668
H  -2.846  -3.000  0.897
C  -5.462  -0.216  -1.633
C  -4.099  -0.487  -1.724
N  -3.175  0.465  -1.706
C  -3.574  1.757  -1.630
C  -4.929  2.121  -1.578
C  -5.882  1.091  -1.568
C  -5.274  3.508  -1.504
C  -4.321  4.466  -1.488
C  -2.932  4.124  -1.533
C  -1.896  5.074  -1.478
C  -0.589  4.656  -1.480
C  -0.314  3.285  -1.536
N  -1.264  2.374  -1.579
C  -2.562  2.769  -1.590
H  -6.170  -1.033  -1.645
H  -3.746  -1.504  -1.848
H  -6.936  1.334  -1.511
H  -6.322  3.773  -1.455
H  -4.593  5.512  -1.421
H  -2.142  6.128  -1.437
H  0.228  5.361  -1.440
H  0.708  2.925  -1.559
C  0.382  -2.253  -5.021
N  1.208  -2.446  -3.845
C  0.788  -2.492  -2.573
Se  -0.950  -2.206  -1.960
N  1.839  -2.799  -1.796
C  2.981  -2.917  -2.566
C  4.308  -3.172  -2.252
C  5.209  -3.160  -3.299
C  4.805  -2.903  -4.615
C  3.480  -2.671  -4.933
C  2.575  -2.687  -3.880
H  -0.657  -2.156  -4.723
H  0.480  -3.114  -5.680
H  0.689  -1.356  -5.559
H  1.782  -2.899  -0.796
H  4.624  -3.365  -1.235
H  6.254  -3.352  -3.102
H  5.548  -2.879  -5.400
H  3.168  -2.485  -5.951

***

Record 4
DFT (ωB97M-V with the def2-TZVPD basis set) results for a molecular structure, C42H39B2F4N7PdS in a non-equilibrium geometry.

Net charge = 0
Energy above the lowest of the compared OMol25 structures with the same formula, charge and spin = 1.3560 eV
HOMO-LUMO gap (alpha / beta) = 7.51 / 5.22 eV
Multiplicity = 3
HOMO (alpha / beta) = -7.673 / -7.671 eV
⟨S²⟩ = 2.00
E_tot = -2982.48507 hartree

Element x y z (Å)
Pd  9.662  -19.325  9.519
C  10.798  -19.945  4.187
C  10.973  -19.914  5.649
C  12.179  -20.001  6.356
C  11.813  -20.250  7.730
N  10.457  -20.210  7.887
N  9.946  -19.930  6.574
B  8.534  -19.288  6.312
N  7.550  -19.737  7.447
N  8.144  -20.240  8.581
C  7.164  -20.597  9.444
C  5.941  -20.320  8.874
C  6.204  -19.825  7.604
C  5.148  -19.556  6.647
C  7.498  -21.016  10.801
C  6.519  -20.931  11.758
C  6.861  -21.222  13.061
C  8.197  -21.433  13.444
C  9.126  -21.745  12.473
C  8.749  -21.560  11.146
N  8.695  -17.756  6.074
N  9.867  -17.152  6.483
C  9.785  -15.871  6.123
C  8.491  -15.569  5.541
C  7.856  -16.783  5.510
C  6.636  -17.101  4.745
C  10.862  -15.020  6.657
C  11.620  -15.722  7.628
C  12.500  -14.971  8.437
C  12.621  -13.596  8.263
C  11.850  -12.914  7.321
C  10.912  -13.657  6.574
C  12.697  -20.580  8.791
C  12.189  -21.110  10.026
C  12.962  -20.972  11.113
C  14.266  -20.501  10.974
C  14.838  -20.226  9.700
C  14.082  -20.413  8.588
H  11.685  -20.391  3.707
H  10.621  -18.913  3.849
H  9.896  -20.564  3.956
H  13.153  -20.332  5.934
H  8.001  -19.639  5.291
H  4.967  -20.439  9.364
H  4.677  -20.448  6.341
H  5.590  -19.145  5.770
H  4.345  -18.882  7.083
H  5.515  -20.526  11.491
H  6.079  -21.173  13.787
H  8.451  -21.439  14.505
H  10.203  -21.976  12.617
H  9.452  -21.852  10.339
H  8.045  -14.585  5.272
H  6.591  -16.418  3.822
H  5.746  -16.869  5.289
H  6.601  -18.168  4.458
H  11.601  -16.796  7.635
H  13.076  -15.528  9.142
H  13.258  -12.945  8.897
H  11.687  -11.877  7.297
H  10.253  -13.099  5.868
H  11.170  -21.515  10.003
H  12.584  -21.295  12.066
H  14.864  -20.251  11.880
H  15.810  -19.684  9.657
H  14.515  -20.418  7.587
N  11.014  -17.972  10.514
S  10.461  -17.882  12.074
C  11.906  -17.415  13.005
C  12.774  -16.398  12.589
C  13.867  -16.068  13.391
C  14.017  -16.617  14.605
C  13.279  -17.713  15.012
C  12.141  -18.042  14.223
C  9.559  -16.303  12.166
C  9.433  -15.463  11.036
C  8.333  -14.639  10.928
C  7.364  -14.694  11.919
C  7.591  -15.348  13.110
C  8.765  -16.135  13.265
H  10.765  -17.074  10.066
H  12.599  -15.810  11.693
H  14.533  -15.263  13.054
H  14.729  -16.172  15.325
H  13.353  -18.135  16.010
H  11.477  -18.815  14.585
H  10.198  -15.465  10.272
H  8.195  -14.015  10.065
H  6.481  -14.124  11.731
H  6.891  -15.269  13.947
H  9.080  -16.489  14.250
F  7.296  -17.306  9.551
B  5.890  -16.973  9.686
F  5.326  -17.965  10.532
F  5.419  -17.091  8.330
F  5.684  -15.692  10.141

***

Record 5
DFT (ωB97M-V with the def2-TZVPD basis set) results for a molecular structure, C42H39B2F9N11O5S2Ti in a non-equilibrium geometry.

Net charge = +1
Energy above the lowest of the compared OMol25 structures with the same formula, charge and spin = 0.4682 eV
HOMO-LUMO gap (alpha / beta) = 6.99 / 5.69 eV
Multiplicity = 3
HOMO (alpha / beta) = -10.832 / -10.832 eV
⟨S²⟩ = 2.03
E_tot = -5196.85655 hartree

Element x y z (Å)
Ti  -1.436  -0.255  0.036
C  -2.583  -2.451  3.558
C  -2.054  -1.510  2.543
N  -1.933  -1.771  1.304
O  -2.157  -3.029  0.886
B  -3.402  -3.184  0.025
F  -4.514  -3.069  0.857
F  -3.290  -4.365  -0.646
O  -3.477  -2.083  -1.042
N  -3.281  -0.833  -0.550
C  -4.287  -0.106  -0.234
C  -5.701  -0.551  -0.271
C  -3.876  1.285  0.142
N  -2.610  1.434  0.143
O  -2.089  2.661  0.390
B  -1.597  2.746  1.816
F  -1.047  3.966  2.025
F  -2.673  2.425  2.664
O  -0.484  1.692  2.018
N  -1.001  0.435  1.870
C  -1.518  -0.161  2.884
C  -1.481  0.364  4.267
C  -4.848  2.371  0.412
H  -3.031  -3.309  3.068
H  -3.328  -1.951  4.180
H  -1.774  -2.795  4.210
H  -6.169  -0.374  0.700
H  -5.757  -1.606  -0.506
H  -6.252  0.014  -1.027
H  -2.431  0.838  4.517
H  -0.709  1.124  4.352
H  -1.303  -0.452  4.971
H  -5.751  2.240  -0.184
H  -4.387  3.332  0.205
H  -5.125  2.359  1.469
N  1.873  -0.538  0.137
C  1.371  -1.477  -0.719
C  2.260  -2.257  -1.471
C  1.773  -3.150  -2.386
C  0.392  -3.273  -2.553
C  -0.421  -2.493  -1.790
N  0.029  -1.595  -0.873
H  2.834  -0.674  0.405
H  1.287  -0.289  0.916
H  3.326  -2.141  -1.303
H  2.453  -3.758  -2.969
H  -0.038  -3.973  -3.255
H  -1.494  -2.577  -1.882
F  -5.760  6.246  -5.203
C  -5.445  5.057  -4.751
C  -6.437  4.097  -4.592
F  -7.690  4.397  -4.899
C  -6.104  2.856  -4.118
F  -7.065  1.970  -3.966
C  -4.769  2.514  -3.790
S  -4.377  0.969  -3.233
C  -3.793  3.529  -3.963
F  -2.531  3.293  -3.669
C  -4.120  4.772  -4.436
F  -3.192  5.706  -4.598
S  1.472  3.317  -4.793
C  0.772  2.451  -3.442
C  -0.153  1.449  -3.743
C  -0.740  0.757  -2.723
N  -0.472  0.980  -1.422
C  0.408  1.954  -1.135
C  1.046  2.701  -2.102
C  2.664  4.351  -3.991
C  3.925  3.859  -3.693
C  4.825  4.713  -3.072
N  4.541  5.980  -2.754
C  3.327  6.439  -3.066
C  2.352  5.665  -3.688
H  -0.417  1.226  -4.770
H  -1.467  -0.012  -2.943
H  0.580  2.163  -0.090
H  1.734  3.477  -1.799
H  4.201  2.842  -3.941
H  5.822  4.368  -2.817
H  3.120  7.471  -2.804
H  1.378  6.076  -3.925
C  5.517  -2.637  -0.793
C  5.339  -2.719  0.706
C  4.741  -1.698  1.430
C  4.598  -1.762  2.813
C  5.049  -2.875  3.507
N  4.932  -3.000  4.919
C  4.090  -2.323  5.774
O  4.365  -2.099  6.932
N  2.893  -1.895  5.209
C  2.201  -2.497  4.139
C  2.269  -3.859  3.867
C  1.596  -4.356  2.769
C  0.885  -3.486  1.956
N  0.804  -2.179  2.210
C  1.438  -1.709  3.289
C  5.660  -3.904  2.797
C  5.803  -3.823  1.420
H  5.061  -1.733  -1.200
H  5.077  -3.504  -1.290
H  6.577  -2.620  -1.056
H  4.412  -0.800  0.910
H  4.164  -0.928  3.350
H  5.684  -3.466  5.397
H  2.428  -1.179  5.740
H  2.839  -4.515  4.513
H  1.619  -5.415  2.544
H  0.356  -3.842  1.077
H  1.364  -0.634  3.477
H  6.026  -4.775  3.331
H  6.287  -4.637  0.888

***

- Look up the E_tot of the fifth one.
  -5196.85655 hartree

***

- The lowest E_tot belongs to which entry?
  C42H39B2F9N11O5S2Ti